[1]
The following is a DFT calculation (ωB97M-V with the def2-TZVPD basis set) of C38H45BaN2O2P2S2Te as an isolated structure.

XYZ file:
```
93
Properties=species:S:1:pos:R:3
Ba -0.1060 -1.0976 0.0212
O 1.6637 -1.6009 -1.2009
P 2.6236 -1.6997 -0.0066
C 1.9562 -0.5592 1.4009
P 0.7905 -1.2538 2.7319
O -0.5039 -1.6968 2.0451
C 1.4796 -2.5934 3.6724
C 0.8598 -3.8441 3.6480
C 1.3410 -4.8504 4.4831
C 2.4134 -4.6156 5.3354
C 3.0330 -3.3661 5.3633
C 2.5651 -2.3613 4.5322
C 0.5249 0.1254 3.8137
C 0.5364 -0.0061 5.2084
C 0.1941 1.0741 6.0131
C -0.1737 2.2814 5.4386
C -0.2072 2.4192 4.0537
C 0.1352 1.3519 3.2418
C 4.1976 -0.9768 -0.3813
C 4.2262 0.3855 -0.7576
C 5.4322 0.9770 -1.0898
C 6.6125 0.2363 -1.0577
C 6.5877 -1.0998 -0.7011
C 5.3846 -1.7122 -0.3663
C 2.7708 -3.3900 0.5333
C 3.7098 -3.7554 1.5130
C 3.9145 -5.0914 1.7941
C 3.1859 -6.0676 1.1088
C 2.2620 -5.7095 0.1384
C 2.0579 -4.3669 -0.1682
H 1.4074 0.2427 0.8634
H 2.7986 -0.0978 1.9190
H -0.0032 -4.0163 3.0172
H 0.8616 -5.8215 4.4742
H 2.7651 -5.4037 5.9905
H 3.8615 -3.1763 6.0345
H 3.0433 -1.3885 4.5693
H 0.7909 -0.9449 5.6748
H 0.2040 0.9633 7.0898
H -0.4476 3.1171 6.0711
H -0.5085 3.3557 3.6033
H 0.0772 1.4952 2.1675
H 3.3207 0.9824 -0.8171
H 5.4550 2.0178 -1.3835
H 7.5527 0.7042 -1.3205
H 7.5028 -1.6767 -0.6890
H 5.3850 -2.7630 -0.1155
H 4.2796 -3.0065 2.0491
H 4.6411 -5.3842 2.5410
H 3.3501 -7.1158 1.3289
H 1.7140 -6.4703 -0.4011
H 1.3763 -4.0897 -0.9609
Te -3.3016 -0.8276 0.3866
C -4.9458 -1.5754 -0.4717
C -5.2181 -2.8511 -0.8827
C -6.5597 -3.0088 -1.3975
C -7.2748 -1.8528 -1.3618
S -6.3181 -0.5989 -0.7031
H -4.4998 -3.6572 -0.8369
H -6.9672 -3.9414 -1.7713
H -8.2943 -1.6841 -1.6766
C -5.8253 2.9928 -4.1813
C -5.7080 3.7300 -2.8484
C -4.2794 3.8122 -2.3221
C -3.7640 2.4414 -1.9252
N -2.5013 2.4317 -1.1796
C -1.2869 2.3263 -1.6767
S 0.1219 2.0127 -0.6585
N -1.1402 2.5346 -2.9958
C 0.1029 2.4799 -3.7833
C 0.1022 3.5292 -4.8787
C 0.3408 4.9674 -4.4324
C -0.7990 5.6074 -3.6456
H -6.8447 3.0177 -4.5733
H -5.5530 1.9350 -4.1018
H -5.1761 3.4467 -4.9414
H -6.3324 3.2309 -2.0992
H -6.1019 4.7415 -2.9584
H -4.2282 4.4687 -1.4509
H -3.6298 4.2655 -3.0849
H -3.6548 1.7906 -2.7951
H -4.4703 1.9357 -1.2689
H -2.5785 2.1819 -0.1971
H -1.9860 2.7096 -3.5141
H 0.2125 1.4880 -4.2201
H 0.9300 2.6278 -3.0915
H -0.8435 3.4702 -5.4389
H 0.8873 3.2424 -5.5839
H 0.5296 5.5659 -5.3272
H 1.2624 5.0035 -3.8400
H -1.7391 5.5502 -4.2076
H -0.5994 6.6641 -3.4570
H -0.9644 5.1362 -2.6729
```

As for the energy relative to the best compared isomer or geometry (same formula, charge and spin): 490.9 kJ/mol. Its total charge is +1.

***

[2]
The following is a DFT calculation (ωB97M-V with the def2-TZVPD basis set) of a 9-piece molecular cluster, C34H48Br6N4O2 overall.

XYZ file:
```
94
Properties=species:S:1:pos:R:3
C -0.5745 -5.8771 2.9936
C -1.0895 -4.7086 3.5886
C -1.9528 -3.8455 2.9085
N -2.3656 -4.1092 1.6583
C -1.8270 -5.2070 1.0129
C -0.9197 -6.0876 1.6583
H 0.2302 -6.5022 3.3516
H -0.7299 -4.3512 4.5421
H -2.1896 -2.8565 3.2721
H -2.0906 -5.3500 -0.0246
H -0.5248 -6.8934 1.0573
C -1.7766 -3.7067 -2.9978
C -1.0400 -2.8826 -2.0672
C 0.0094 -2.1362 -2.6045
N 0.2973 -2.0369 -4.0011
C -0.3675 -2.9401 -4.7964
C -1.4460 -3.7074 -4.3632
H -2.5681 -4.2958 -2.5587
H -1.1517 -2.8758 -0.9930
H 0.7047 -1.5909 -1.9835
H 0.0833 -3.0689 -5.7693
H -1.9773 -4.3773 -5.0231
C 0.2071 0.3271 -7.1506
C -0.8410 0.3355 -6.1610
C -0.7845 1.4969 -5.2982
N 0.1243 2.5145 -5.3051
C 0.9516 2.4538 -6.3658
C 1.0707 1.4017 -7.2929
H 0.3964 -0.5002 -7.8185
H -1.6736 -0.3520 -6.1853
H -1.5777 1.6502 -4.5814
H 1.7514 3.1470 -6.1510
H 1.9328 1.3173 -7.9378
C -0.6364 -0.4965 0.8571
C 0.6029 -0.1110 1.3289
C 1.3710 0.7922 0.4923
N 0.9274 1.2605 -0.6586
C -0.4159 1.0404 -1.0027
C -1.1801 0.1230 -0.3286
H -1.1386 -1.3288 1.3278
H 0.8894 -0.4629 2.3089
H 2.3835 1.0446 0.7707
H -0.7471 1.6743 -1.8119
H -2.2009 -0.0867 -0.6123
C 0.2220 2.3568 4.2761
C -0.0873 3.6461 3.6900
C 1.2810 4.3463 3.8653
O 1.8770 3.8137 5.0339
C 1.2492 2.5583 5.3890
H 0.6566 1.6634 3.5560
H -0.7227 1.9284 4.6108
H -0.9012 4.0684 4.2793
H -0.3987 3.5466 2.6502
H 1.2780 5.4363 3.8625
H 1.9162 3.9738 3.0616
H 0.8130 2.5517 6.3879
H 1.9077 1.6925 5.3197
C -5.6960 2.9850 -2.5620
C -4.4108 2.5178 -3.3245
C -4.9454 1.1345 -3.8561
O -6.3742 1.2050 -3.7131
C -6.8601 2.4740 -3.3728
H -5.8884 4.0538 -2.4686
H -5.7423 2.5574 -1.5605
H -3.5272 2.3091 -2.7213
H -4.3202 3.2056 -4.1652
H -4.4260 0.2975 -3.3896
H -4.8678 1.0567 -4.9406
H -7.8657 2.2718 -3.0042
H -7.0155 3.0236 -4.3012
Br 3.8576 0.3809 2.9708
C 4.9566 2.0566 2.5840
C 5.3741 2.7437 3.8600
Br 6.2498 4.5500 3.5322
H 4.4459 2.8520 2.0412
H 5.9045 1.7182 2.1654
H 6.1014 2.1622 4.4265
H 4.5158 2.9047 4.5123
Br 4.6346 1.3786 -0.9394
C 5.2036 -0.3532 -1.7974
C 4.0234 -0.8411 -2.6037
Br 4.4951 -2.4531 -3.6207
H 5.6540 -1.0471 -1.0876
H 6.0179 -0.1035 -2.4776
H 3.7636 -0.0976 -3.3572
H 3.1856 -0.9823 -1.9208
Br 2.9805 -1.9833 7.6878
C 0.9818 -2.3680 7.5356
C 0.3394 -1.0271 7.0904
Br 0.5821 -0.7200 5.1234
H 0.7310 -2.7398 8.5291
H 0.7719 -3.2038 6.8681
H 0.6639 -0.2038 7.7267
H -0.7317 -1.1315 7.2634
```

Its SMILES is c1ccncc1.c1ccncc1.c1ccncc1.c1ccncc1.C1CCOC1.C1CCOC1.BrCCBr.BrCCBr.BrCCBr.

***

Taking the records one at a time from the top gives F_max values of 9.4, 3.9 eV/Å.
Taking the records one at a time from the top gives frontier orbital gap values of 5.28, 9.27 eV.
Taking the records one at a time from the top gives E_HOMO values of -7.960, -9.170 eV.